Entry 1:
{"formula": "C24H53NO3P", "method": "ωB97M-V with the def2-TZVPD basis set", "lumo_energy_ev": -2.623, "total_charge": 1, "orbital_gap_ha": 0.3602, "homo_ev": -12.425, "total_energy_ev": -42665.221, "elements": ["C", "C", "C", "C", "C", "C", "C", "C", "C", "C", "C", "C", "C", "C", "C", "N", "C", "C", "C", "C", "C", "P", "O", "O", "C", "C", "O", "C", "C", "H", "H", "H", "H", "H", "H", "H", "H", "H", "H", "H", "H", "H", "H", "H", "H", "H", "H", "H", "H", "H", "H", "H", "H", "H", "H", "H", "H", "H", "H", "H", "H", "H", "H", "H", "H", "H", "H", "H", "H", "H", "H", "H", "H", "H", "H", "H", "H", "H", "H", "H", "H", "H"], "coordinates": [[-3.474, -0.781, 4.427], [-4.052, -1.884, 3.503], [-4.392, -1.409, 2.072], [-3.878, -2.352, 0.960], [-3.270, -1.608, -0.254], [-4.402, -1.008, -1.074], [-3.978, -0.223, -2.327], [-3.306, -1.142, -3.369], [-1.773, -1.112, -3.510], [-1.317, -0.232, -4.705], [-0.387, 0.949, -4.446], [-0.796, 1.944, -3.366], [0.342, 2.947, -3.122], [0.450, 3.462, -1.669], [1.109, 2.369, -0.856], [1.357, 2.716, 0.592], [2.818, 2.927, 0.860], [3.357, 4.161, 0.143], [0.722, 1.763, 1.551], [1.138, 0.302, 1.402], [2.272, -0.146, 2.349], [2.735, -1.865, 1.990], [1.801, -2.810, 2.601], [4.264, -2.008, 2.391], [4.589, -2.988, 3.425], [4.168, -2.508, 4.814], [2.725, -2.050, 0.393], [3.698, -1.285, -0.353], [3.193, -1.138, -1.786], [-2.419, -0.953, 4.626], [-4.027, -0.759, 5.363], [-3.606, 0.195, 3.961], [-3.365, -2.724, 3.452], [-4.980, -2.212, 3.968], [-4.015, -0.397, 1.909], [-5.475, -1.359, 1.965], [-4.739, -2.881, 0.552], [-3.178, -3.082, 1.359], [-2.673, -2.304, -0.846], [-2.604, -0.815, 0.101], [-5.056, -1.802, -1.437], [-4.966, -0.337, -0.425], [-3.399, 0.673, -2.087], [-4.905, 0.134, -2.780], [-3.627, -2.154, -3.118], [-3.726, -0.920, -4.347], [-1.466, -2.133, -3.733], [-1.272, -0.853, -2.574], [-0.765, -0.887, -5.381], [-2.192, 0.095, -5.263], [-0.303, 1.478, -5.399], [0.616, 0.567, -4.237], [-1.709, 2.479, -3.632], [-1.033, 1.386, -2.453], [0.311, 3.773, -3.829], [1.273, 2.410, -3.321], [-0.556, 3.695, -1.310], [1.022, 4.390, -1.665], [2.071, 2.111, -1.294], [0.497, 1.473, -0.927], [0.913, 3.624, 0.747], [3.344, 2.023, 0.567], [2.940, 3.079, 1.932], [3.738, 3.897, -0.843], [4.195, 4.571, 0.699], [2.596, 4.930, 0.029], [-0.358, 1.830, 1.411], [0.916, 2.136, 2.558], [0.261, -0.295, 1.650], [1.393, 0.032, 0.380], [1.883, -0.179, 3.364], [3.137, 0.516, 2.310], [5.673, -3.066, 3.390], [4.170, -3.955, 3.169], [4.863, -2.820, 5.587], [4.089, -1.422, 4.782], [3.175, -2.891, 5.041], [3.785, -0.280, 0.076], [4.676, -1.758, -0.314], [2.514, -0.286, -1.829], [4.028, -0.951, -2.458], [2.624, -2.015, -2.085]]}

=====

Entry 2:
{"formula": "C24H54N6O23S4", "method": "ωB97M-V with the def2-TZVPD basis set", "lumo_energy_ev": -0.182, "orbital_gap_ha": 0.3273, "de_lowest_kj_mol": 0.00, "homo_ev": -9.090, "total_energy_ev": -125131.168, "elements": ["C", "N", "O", "O", "H", "H", "H", "C", "C", "O", "S", "O", "O", "O", "H", "H", "H", "H", "C", "C", "O", "S", "O", "O", "O", "H", "H", "H", "H", "C", "C", "O", "S", "O", "O", "O", "H", "H", "H", "H", "C", "C", "O", "S", "O", "O", "O", "H", "H", "H", "H", "C", "O", "N", "C", "C", "H", "H", "H", "H", "H", "H", "H", "C", "O", "N", "C", "C", "H", "H", "H", "H", "H", "H", "H", "C", "O", "N", "C", "C", "H", "H", "H", "H", "H", "H", "H", "C", "O", "N", "C", "C", "H", "H", "H", "H", "H", "H", "H", "C", "O", "N", "C", "C", "H", "H", "H", "H", "H", "H", "H"], "coordinates": [[0.315, -4.277, -0.736], [0.702, -5.689, -0.426], [1.628, -6.150, -1.041], [0.151, -6.218, 0.516], [0.677, -3.756, 0.149], [-0.770, -4.276, -0.717], [0.730, -3.904, -1.660], [-3.597, -3.386, 3.438], [-2.574, -3.749, 2.339], [-1.296, -3.363, 2.831], [-1.390, -2.352, 4.107], [-1.529, -1.027, 3.610], [-0.379, -2.664, 5.035], [-2.767, -3.035, 4.549], [-4.282, -4.120, 3.844], [-4.108, -2.477, 3.114], [-2.748, -3.117, 1.470], [-2.590, -4.811, 2.127], [2.105, -5.066, 2.755], [2.710, -4.520, 4.040], [2.679, -3.107, 3.815], [3.172, -2.814, 2.313], [4.586, -2.821, 2.241], [2.466, -1.712, 1.762], [2.611, -4.207, 1.729], [1.017, -5.014, 2.776], [2.378, -6.100, 2.546], [3.692, -4.905, 4.327], [2.066, -4.689, 4.904], [3.092, -1.953, -3.782], [2.537, -0.637, -4.298], [3.530, 0.337, -3.979], [4.995, -0.334, -4.007], [5.752, 0.249, -2.964], [5.515, -0.323, -5.328], [4.511, -1.840, -3.665], [2.785, -2.749, -4.459], [2.775, -2.174, -2.761], [1.563, -0.438, -3.853], [2.421, -0.629, -5.384], [0.036, 2.387, -5.292], [-0.908, 1.378, -5.990], [-1.491, 2.089, -7.085], [-1.786, 3.565, -6.467], [-2.779, 3.421, -5.464], [-1.906, 4.512, -7.502], [-0.282, 3.636, -5.892], [1.092, 2.174, -5.441], [-0.154, 2.339, -4.220], [-1.679, 0.992, -5.324], [-0.389, 0.504, -6.376], [-2.644, 2.812, -0.573], [-3.014, 2.839, 0.595], [-1.983, 3.810, -1.176], [-1.543, 3.688, -2.543], [-1.709, 5.080, -0.564], [-2.688, 1.881, -1.160], [-1.807, 2.745, -3.013], [-0.453, 3.785, -2.500], [-1.792, 4.522, -3.201], [-2.415, 5.818, -0.956], [-1.976, 5.041, 0.493], [-0.693, 5.452, -0.606], [-0.779, -0.409, -2.143], [-0.496, 0.082, -3.230], [-0.453, 0.128, -0.958], [-0.784, -0.559, 0.255], [0.375, 1.300, -0.874], [-1.345, -1.346, -2.064], [-1.305, -1.510, 0.146], [-1.530, -0.027, 0.858], [0.082, -0.715, 0.899], [-0.061, 1.970, -0.129], [1.402, 1.078, -0.596], [0.271, 1.808, -1.828], [2.601, 4.282, 1.047], [1.715, 4.939, 1.515], [2.825, 4.013, -0.254], [3.733, 2.962, -0.652], [2.011, 4.577, -1.306], [3.331, 3.742, 1.677], [4.336, 3.257, -1.509], [3.244, 2.009, -0.862], [4.420, 2.774, 0.175], [1.328, 5.349, -0.970], [2.690, 5.049, -2.019], [1.408, 3.812, -1.793], [-4.281, 0.096, 0.563], [-3.906, -0.488, -0.440], [-5.323, -0.375, 1.302], [-5.905, 0.459, 2.348], [-5.805, -1.704, 1.088], [-3.797, 0.982, 0.987], [-5.305, 1.346, 2.542], [-5.987, -0.064, 3.302], [-6.880, 0.771, 1.963], [-6.194, -2.162, 2.004], [-6.723, -1.714, 0.478], [-5.100, -2.364, 0.596], [3.441, 0.016, 4.725], [4.009, -0.713, 5.491], [2.183, 0.502, 4.803], [1.656, 1.306, 3.729], [1.257, 0.085, 5.837], [3.952, 0.317, 3.795], [0.911, 0.754, 3.144], [2.405, 1.553, 2.974], [1.251, 2.255, 4.082], [1.053, 0.888, 6.549], [0.285, -0.155, 5.400], [1.619, -0.814, 6.327]]}